Density functional theory data (wB97M-V/def2-TZVPD) for a molecular structure, C21H35BeBrCaClF2LiO13S2 at a distorted geometry.

Geometry as XYZ:
```
78
C21H35BeBrCaClF2LiO13S2 | the Open Molecules 2025 dataset | wB97M-V/def2-TZVPD
C -3.83 0.27 -0.70
C -2.37 0.41 -0.23
C -1.34 -0.09 -1.29
C -0.40 0.97 -1.87
C 0.92 1.30 -1.07
C 1.71 0.10 -0.48
C 1.59 -0.23 1.00
C 0.56 -0.99 1.57
C 0.46 -1.24 2.93
C 1.41 -0.71 3.80
C 2.45 0.04 3.26
C 2.56 0.29 1.89
C 3.76 1.13 1.46
C 0.84 2.53 -0.15
C -0.03 2.37 1.14
C -1.20 3.31 1.44
C -1.53 3.13 2.98
S -3.26 2.51 3.23
C 0.63 3.82 -1.06
O 0.06 3.59 -2.34
S -1.16 2.54 -2.38
O -2.41 2.90 -1.65
O -1.51 2.39 -3.74
H -3.93 0.58 -1.75
H -4.47 0.88 -0.05
H -4.18 -0.77 -0.57
H -2.31 -0.26 0.64
H -2.21 1.44 0.12
H -0.79 -0.94 -0.87
H -1.91 -0.54 -2.12
H -0.02 0.55 -2.82
H 1.59 1.66 -1.88
H 1.41 -0.81 -1.04
H 2.80 0.24 -0.73
H -0.21 -1.43 0.94
H -0.38 -1.83 3.28
H 1.29 -0.90 4.87
H 3.18 0.46 3.96
H 4.28 0.63 0.63
H 4.44 1.23 2.32
H 3.51 2.16 1.15
H 1.91 2.61 0.23
H 0.63 2.43 2.02
H -0.43 1.34 1.19
H -0.99 4.38 1.33
H -2.14 3.07 0.94
H -0.89 2.36 3.44
H -1.33 4.06 3.54
H -3.68 2.08 2.02
H 1.66 4.24 -1.30
H 0.05 4.68 -0.60
O 2.62 -3.67 0.64
H 1.84 -4.36 0.44
H 3.22 -4.01 1.32
H 2.25 -2.81 0.89
F -1.86 4.87 -2.57
Be 4.11 -1.02 -1.49
O 3.45 -5.99 -3.59
Cl 3.38 -5.01 -2.55
O 2.45 -5.43 -1.53
O 2.93 -3.74 -3.13
O 4.69 -4.83 -1.96
C 3.02 -3.13 -6.89
O 3.39 -4.01 -6.08
O 2.06 -2.30 -6.36
O 3.41 -2.93 -8.03
H 2.01 -2.73 -5.49
Ca 2.06 4.93 0.89
C -5.01 -3.58 2.18
C -4.47 -2.31 1.49
O -5.01 -1.23 1.84
O -3.55 -2.52 0.67
H -5.80 -3.34 2.89
H -5.40 -4.27 1.43
H -4.20 -4.08 2.72
Br -3.61 4.01 -0.77
F 0.48 -4.56 0.99
Li -3.28 4.13 5.44
```

Properties
- E_tot: -6528.4394 Ha
- HOMO level: -7.0 eV
- LUMO level: -0.208 Ha

Density functional theory data (wB97M-V/def2-TZVPD) for a molecular structure, C21H35Cu2N3O at a distorted geometry.

Geometry as XYZ:
```
62
C21H35Cu2N3O | the Open Molecules 2025 dataset | wB97M-V/def2-TZVPD
C -5.32 5.93 -1.21
N -4.12 5.12 -1.55
C -2.91 5.64 -1.48
C -1.80 4.93 -1.93
C -1.94 3.57 -2.25
C -3.22 3.01 -2.13
C -4.29 3.80 -1.78
C -0.72 2.82 -2.56
C 0.21 3.34 -3.48
C 1.33 2.62 -3.81
N 1.46 1.33 -3.41
C 0.64 0.78 -2.48
C -0.49 1.49 -2.13
C 2.66 0.53 -3.79
H -5.93 5.40 -0.49
H -5.90 6.09 -2.12
H -4.98 6.88 -0.81
H -2.74 6.67 -1.19
H -0.81 5.36 -1.98
H -3.31 1.95 -2.34
H -5.29 3.41 -1.66
H -0.02 4.29 -3.93
H 2.12 2.87 -4.51
H 0.71 -0.29 -2.26
H -1.28 1.03 -1.56
H 3.21 0.46 -2.86
H 3.29 1.00 -4.54
H 2.27 -0.43 -4.12
Cu -0.57 -2.23 -3.65
Cu -2.35 -3.63 -1.72
C 4.23 -5.13 3.47
C 2.79 -5.40 3.01
C 2.22 -4.21 2.21
C 1.87 -3.03 3.07
N 1.20 -1.90 2.32
C 0.78 -0.82 3.33
C -0.69 -0.42 3.16
C -1.18 -1.32 1.98
C -0.10 -2.37 1.68
C 2.03 -1.21 1.30
H 4.36 -4.24 4.08
H 4.91 -5.05 2.61
H 4.65 -6.03 3.92
H 2.25 -5.77 3.88
H 2.91 -6.27 2.37
H 1.34 -4.56 1.66
H 2.94 -3.98 1.42
H 2.78 -2.64 3.52
H 1.13 -3.34 3.80
H 1.53 -0.03 3.32
H 0.84 -1.16 4.36
H -0.79 0.60 2.82
H -1.20 -0.78 4.04
H -1.54 -0.79 1.09
H -2.11 -1.80 2.31
H 0.01 -2.45 0.60
H -0.43 -3.28 2.18
H 3.02 -0.93 1.66
H 1.43 -0.37 0.95
H 2.24 -1.89 0.47
O -1.73 -1.63 -1.89
H -1.62 -1.56 -0.94
```

Properties
- E_tot: -4340.1076 Ha
- Charge: +4
- HOMO level: -19.3 eV
- Energy above the lowest of the compared OMol25 structures with the same formula, charge and spin: 19.8 kcal/mol
- LUMO level: -0.471 Ha